Entry 1:
Entry from OMol25: a cluster of 2 separate species, C2H3NO2 in total at a distorted geometry (ωB97M-V/def2-TZVPD).

Each line ends with the Mulliken charge.
Positions of all 8 atoms, in Å:
C1 -2.694 0.326 -0.411  0.11
C2 0.572 -0.357 -0.342  -0.01
N1 1.277 0.727 0.108  -0.47
O1 -2.454 -0.042 0.637  -0.10
O2 0.271 0.006 0.885  -0.28
H1 0.008 -0.289 -1.236  0.30
H2 0.951 -1.522 -0.340  0.16
H3 2.069 1.150 0.698  0.29

Results
E_HOMO (eV): -9.214
Total charge: 0
Orbital gap (eV): 10.36
ΔE to the lowest compared entry with this formula, charge and spin (eV): 5.078
Total energy (Eh): -283.07141
Strongest force on any atom (eV Å⁻¹): 7.488

Entry 2:
Entry from OMol25: a structure of composition C15H21CdN5O4 at a distorted geometry (ωB97M-V/def2-TZVPD).

Each line ends with the Mulliken charge.
Positions of all 46 atoms, in Å:
Cd1 0.570 0.356 -0.972  2.91
C1 2.032 0.463 1.912  -0.72
C2 2.694 -0.657 1.104  -1.08
N1 1.712 -1.367 0.306  -0.17
C3 0.889 -2.327 1.005  -1.45
C4 -0.462 -1.761 1.384  0.57
C5 -1.288 -2.429 2.281  -0.97
C6 -2.523 -1.877 2.585  -0.49
C7 -2.884 -0.673 2.002  -0.98
C8 -1.996 -0.075 1.114  0.57
C9 -2.341 1.233 0.434  -1.45
N2 -1.195 1.849 -0.198  -0.17
C10 -0.518 2.880 0.566  -1.07
C11 0.385 2.264 1.638  -0.72
N3 1.396 1.420 1.019  -0.36
N4 -0.833 -0.627 0.809  0.79
H1 1.258 0.018 2.545  0.33
H2 2.785 0.931 2.565  0.48
H3 3.415 -0.220 0.408  0.44
H4 3.224 -1.335 1.796  0.40
H5 2.165 -1.766 -0.507  0.31
H6 0.704 -3.192 0.359  0.42
H7 1.381 -2.691 1.922  0.42
H8 -0.971 -3.358 2.729  0.51
H9 -3.193 -2.372 3.272  0.43
H10 -3.830 -0.203 2.226  0.51
H11 -3.094 1.007 -0.329  0.42
H12 -2.802 1.902 1.177  0.42
H13 -1.401 2.198 -1.125  0.32
H14 0.097 3.448 -0.136  0.44
H15 -1.236 3.564 1.051  0.40
H16 0.823 3.069 2.251  0.48
H17 -0.234 1.637 2.287  0.34
H18 2.108 2.007 0.586  0.33
O1 3.827 1.060 -3.268  -0.65
C12 2.735 0.989 -2.728  0.47
O2 2.359 0.012 -1.975  -0.89
C13 1.684 2.138 -2.909  0.47
O3 1.955 3.120 -3.581  -0.65
O4 0.562 1.963 -2.295  -0.88
C14 -1.836 -2.309 -4.287  -1.06
C15 -1.307 -1.683 -3.115  0.39
N5 -0.914 -1.207 -2.151  -0.67
H19 -1.015 -2.619 -4.934  0.30
H20 -2.466 -1.601 -4.826  0.29
H21 -2.425 -3.178 -3.994  0.30

Results
E_HOMO (eV): -7.398
Total charge: 0
Orbital gap (eV): 7.53
Total energy (Eh): -1326.71808
Strongest force on any atom (eV Å⁻¹): 1.900

Entry 3:
Entry from OMol25: a cluster of 2 separate species, H3N3O2 in total at a distorted geometry (ωB97M-V/def2-TZVPD).

Each line ends with the Mulliken charge.
Positions of all 8 atoms, in Å:
N1 11.144 -0.027 0.285  -0.56
N2 -7.006 -0.405 -1.161  -0.80
N3 -6.773 0.058 0.032  0.99
O1 -6.945 1.270 0.359  -0.70
O2 -6.162 -0.684 0.927  -0.70
H1 11.885 0.415 0.838  -0.23
H2 10.547 0.754 -0.021  -0.21
H3 -6.688 -1.379 -1.259  0.20

Results
E_HOMO (eV): 0.323
Total charge: -2
Orbital gap (eV): 5.97
ΔE to the lowest compared entry with this formula, charge and spin (eV): 0.019
Total energy (Eh): -316.38488
Strongest force on any atom (eV Å⁻¹): 3.014

Entry 4:
Entry from OMol25: the ion C5H10NO with charge +1 at a distorted geometry (ωB97M-V/def2-TZVPD).

Each line ends with the Mulliken charge.
Positions of all 17 atoms, in Å:
C1 2.195 0.644 0.174  -0.19
C2 2.898 -0.321 -0.348  -0.67
C3 0.690 1.078 -0.081  -0.59
C4 -0.447 0.007 0.335  -0.59
C5 -1.869 0.289 -0.058  0.43
N1 -2.584 -1.120 -0.096  -0.39
O1 -2.472 1.290 -0.106  -0.35
H1 2.748 -0.867 -1.212  0.35
H2 3.990 -0.334 -0.051  0.23
H3 0.675 1.875 0.646  0.29
H4 0.409 1.506 -1.089  0.37
H5 -0.122 -0.984 -0.042  0.39
H6 -0.553 -0.003 1.347  0.35
H7 -3.652 -1.037 -0.075  0.38
H8 -2.145 -1.640 0.628  0.36
H9 -2.280 -1.562 -1.007  0.39
H10 2.520 1.179 1.034  0.25

Results
E_HOMO (eV): -13.485
Total charge: +1
Orbital gap (eV): 9.40
ΔE to the lowest compared entry with this formula, charge and spin (eV): 2.795
Total energy (Eh): -326.17910
Strongest force on any atom (eV Å⁻¹): 4.328

Which of these has the lowest E_HOMO?
C5H10NO